Formula: C30H44B2CaF8O24
Source: OMol25
Level of theory: ωB97M-V/def2-TZVPD

Summary:
- E_tot (eV) = -122514.475
- lowest unoccupied orbital energy (eV) = -0.75
- HOMO energy (eV) = -9.8

XYZ file:
```
109
C30H44B2CaF8O24 ωB97M-V/def2-TZVPD
Ca -1.817 -2.700 -1.522
B -2.787 -4.740 1.337
F -2.105 -3.820 0.423
F -3.628 -3.965 2.118
F -3.493 -5.626 0.495
F -1.829 -5.431 2.052
B -0.529 -0.913 -0.184
F 0.237 -2.058 -0.539
F 0.277 0.125 0.253
F -1.175 -0.558 -1.418
F -1.512 -1.206 0.733
C -3.467 0.350 -6.214
C -2.241 -0.504 -6.588
O -2.112 -1.397 -5.478
C -2.928 -1.030 -4.493
O -2.929 -1.510 -3.400
O -3.760 -0.049 -4.863
H -4.352 0.209 -6.826
H -3.227 1.412 -6.194
H -1.348 0.104 -6.700
H -2.412 -1.125 -7.462
C -2.926 1.930 -2.241
C -3.775 2.917 -3.054
O -3.251 4.189 -2.644
C -2.549 4.041 -1.503
O -2.060 4.929 -0.885
O -2.501 2.740 -1.137
H -2.059 1.553 -2.782
H -3.514 1.113 -1.834
H -4.825 2.857 -2.783
H -3.567 2.805 -4.113
C 0.318 3.516 1.206
C 1.320 4.365 0.482
C 1.344 5.858 0.906
O 2.689 6.123 1.238
C 3.399 4.979 1.276
O 4.543 4.887 1.576
O 2.648 3.931 0.859
H 0.446 2.476 0.879
H -0.699 3.793 0.935
H 0.537 3.468 2.272
H 1.212 4.290 -0.600
H 0.655 5.996 1.741
H 0.987 6.492 0.098
C 3.310 0.509 0.089
C 4.791 0.666 0.334
C 5.075 1.694 1.473
O 5.732 0.900 2.463
C 5.869 -0.375 2.062
O 6.349 -1.249 2.702
O 5.372 -0.540 0.805
H 3.091 -0.212 -0.700
H 2.909 1.482 -0.203
H 2.785 0.159 0.977
H 5.321 1.027 -0.549
H 4.149 2.065 1.889
H 5.688 2.505 1.096
C 2.657 0.707 -5.238
C 2.484 -0.737 -4.829
C 3.059 -1.107 -3.450
O 2.018 -1.844 -2.826
C 0.911 -1.771 -3.553
O -0.142 -2.257 -3.249
O 1.100 -1.089 -4.690
H 2.548 1.380 -4.381
H 1.866 1.039 -5.909
H 3.651 0.835 -5.660
H 2.961 -1.389 -5.565
H 3.335 -0.227 -2.866
H 3.970 -1.697 -3.520
C 2.333 1.676 3.911
C 0.962 1.138 4.240
C 0.435 0.079 3.261
O 0.038 -1.002 4.091
C 0.350 -0.747 5.384
O 0.152 -1.483 6.285
O 0.921 0.477 5.509
H 2.569 2.459 4.638
H 2.374 2.162 2.940
H 3.066 0.876 4.026
H 0.250 1.965 4.342
H 1.213 -0.240 2.566
H -0.390 0.430 2.647
C -6.210 0.142 2.750
C -5.500 -1.077 2.237
C -6.346 -2.228 1.686
O -5.737 -2.527 0.423
C -4.714 -1.705 0.210
O -3.952 -1.813 -0.715
O -4.654 -0.735 1.114
H -6.877 -0.101 3.575
H -6.799 0.591 1.946
H -5.481 0.875 3.091
H -4.829 -1.489 2.993
H -7.397 -2.002 1.503
H -6.293 -3.096 2.340
C 3.271 -3.277 1.213
C 2.361 -3.106 2.402
C 0.952 -3.736 2.254
O 0.897 -4.682 3.322
C 2.024 -4.662 4.044
O 2.260 -5.355 4.977
O 2.897 -3.738 3.553
H 3.454 -4.337 1.003
H 4.257 -2.886 1.477
H 2.870 -2.839 0.301
H 2.216 -2.047 2.636
H 0.828 -4.216 1.285
H 0.133 -3.039 2.419
```